Here is C11H18O4 in the gas phase from the Open Molecules 2025 dataset. Energies are from ωB97M-V/def2-TZVPD.

Properties
Frontier orbital gap, eV: 10.820
Relative energy (zero: lowest compared OMol25 entry of this formula, charge and spin), kJ/mol: 0.0

The geometry in XYZ format:
```
33
Properties=species:S:1:pos:R:3:forces:R:3
C -1.818881 -1.911855 0.517955 -0.01 0.14 0.17
C -1.684744 -0.494317 1.078147 -0.04 0.10 0.00
C -2.631874 0.481192 0.374495 0.02 -0.18 -0.02
C -2.115585 0.875338 -1.004519 0.01 0.18 0.18
C -0.737354 1.515845 -0.887582 -0.02 -0.26 -0.09
C 0.306643 0.590710 -0.235518 0.22 0.19 0.13
C 0.685446 -0.525228 -1.237052 -0.08 0.03 0.12
C 1.844002 -1.378034 -0.791226 0.26 -0.14 -0.43
O 2.980678 -1.243686 -1.167377 0.05 0.06 -0.11
O 1.482754 -2.342817 0.056208 -0.42 -0.47 0.35
C 1.557527 1.457391 0.028359 -0.06 -0.13 -0.11
C 2.734120 0.766772 0.675942 0.10 0.08 0.28
O 2.697126 -0.071809 1.538393 -0.07 -0.06 0.15
O 3.882458 1.255066 0.204243 0.51 0.41 -0.33
C -0.249506 0.056540 1.092913 -0.13 -0.21 0.08
H -0.969961 -2.521442 0.813604 0.05 -0.13 -0.02
H -1.889944 -1.921932 -0.565767 0.01 -0.07 -0.16
H -2.725634 -2.373843 0.904393 -0.09 -0.06 -0.02
H -1.986586 -0.550841 2.131192 0.05 0.02 -0.07
H -2.729571 1.384759 0.981273 -0.06 0.07 0.03
H -3.622609 0.030563 0.288457 -0.08 0.04 0.05
H -2.075334 0.005269 -1.659814 -0.04 -0.05 -0.10
H -2.803826 1.590860 -1.460156 0.00 -0.07 -0.08
H -0.832266 2.414190 -0.272631 0.05 0.09 0.03
H -0.387793 1.827583 -1.874263 0.09 0.09 -0.01
H 0.970857 -0.061973 -2.183702 0.01 -0.09 0.03
H -0.167686 -1.178684 -1.392901 -0.04 -0.01 -0.11
H 2.262305 -2.822964 0.376734 0.08 0.25 -0.20
H 1.286368 2.281165 0.695282 -0.01 0.02 -0.03
H 1.915129 1.891056 -0.907084 -0.07 0.06 0.02
H 4.639772 0.790710 0.594068 -0.31 -0.09 0.12
H 0.419139 -0.706070 1.488146 -0.03 0.13 0.09
H -0.235154 0.890480 1.799794 0.06 0.06 0.06
```
Forces are in eV/Å.